24
Properties=species:S:1:pos:R:3:forces:R:3 method="wB97M-V/def2-TZVPD" spin_multiplicity=1 e_tot_ev=-15544.803 lumo_energy_ev=0.42 orbital_gap_ha=0.3566 smiles="CNCC(=O)NCO.O.O"
C -1.415 0.262 -2.364 -0.617 -0.333 0.199
N -1.580 1.333 -1.393 0.816 -0.093 0.959
C -0.377 1.690 -0.620 -0.123 -0.751 -0.595
C -0.315 1.453 0.875 0.978 0.036 0.449
O 0.231 2.277 1.586 -0.169 0.571 0.236
N -0.709 0.269 1.413 -1.171 -0.704 -0.943
C -0.602 -0.981 0.742 0.826 -1.110 -0.598
O 0.711 -1.551 0.888 -0.276 -0.188 -0.130
H -0.583 0.482 -3.029 -0.179 0.058 -0.145
H -1.306 -0.770 -2.000 0.459 0.217 0.293
H -2.356 0.181 -2.888 -0.120 0.296 -0.733
H -2.297 1.135 -0.714 -0.474 -0.179 -0.214
H 0.479 1.127 -1.005 0.080 0.007 -0.109
H -0.140 2.727 -0.754 0.112 0.606 0.042
H -0.674 0.155 2.409 0.202 0.520 0.266
H -0.700 -0.993 -0.335 -0.342 0.875 -0.020
H -1.365 -1.676 1.077 -0.021 -0.125 0.591
H 1.123 -1.182 1.679 -0.384 0.069 0.243
O 2.034 -2.317 -1.660 0.108 -0.225 -0.461
H 2.171 -1.397 -1.427 -0.073 -0.009 0.242
H 1.747 -2.755 -0.854 -0.083 0.272 0.193
O 1.741 -0.063 2.957 0.103 -0.272 0.338
H 2.538 -0.308 2.474 0.245 0.511 0.229
H 1.647 0.900 2.944 0.102 -0.048 -0.333

21
Properties=species:S:1:pos:R:3:forces:R:3 method="wB97M-V/def2-TZVPD" spin_multiplicity=1 charge=+2 e_tot_ev=-72683.891 lumo_energy_ev="-8.40 / -8.40" orbital_gap_ha="0.3311 / 0.3311"
C 1.887 0.994 1.200 -0.042 0.074 0.167
C -0.372 0.582 0.124 -0.326 -0.211 -0.025
C -0.158 -2.231 -0.729 -0.399 -0.517 -1.398
C 0.389 1.243 1.280 0.313 -0.769 0.064
N -1.724 -2.795 -2.416 0.865 0.271 0.775
N 0.161 2.735 1.270 -0.086 0.272 0.046
Se -0.874 -1.304 0.591 -0.067 0.941 0.647
H 2.409 1.436 2.046 0.055 0.012 0.084
H 2.095 -0.073 1.222 -0.042 -0.078 0.009
H 2.311 1.399 0.283 0.013 0.043 -0.143
H -1.312 1.100 -0.080 -0.009 -0.159 -0.038
H 0.228 0.558 -0.786 -0.056 -0.017 0.005
H -0.106 -3.305 -0.624 0.010 -0.036 0.161
H 0.471 -1.784 -1.485 0.077 0.049 0.009
H 0.003 0.878 2.238 -0.003 0.260 -0.079
H -2.474 -3.322 -1.986 -0.084 -0.021 -0.062
H -1.194 -3.401 -3.033 -0.139 -0.028 -0.131
H -2.103 -2.016 -2.942 -0.043 -0.031 -0.045
H 0.695 3.168 2.040 -0.167 -0.045 -0.228
H -0.830 2.986 1.398 0.266 0.012 -0.073
H 0.499 3.153 0.390 -0.134 -0.023 0.254

21
Properties=species:S:1:pos:R:3:forces:R:3 method="wB97M-V/def2-TZVPD" spin_multiplicity=1 e_tot_ev=-15232.938 lumo_energy_ev=0.82 orbital_gap_ha=0.3413 smiles=CN(C)[Si](C)(C)N
C 0.576 2.012 0.229 1.099 0.944 -2.845
N 0.902 0.629 0.239 -1.070 -0.987 0.791
C 2.295 0.332 0.199 0.951 1.317 1.408
Si -0.420 -0.482 0.115 -2.709 0.747 1.261
C -1.466 -0.096 -1.504 -0.013 -2.693 1.286
C -0.129 -2.298 0.102 2.101 1.453 -1.115
N -1.610 -0.099 1.619 5.411 2.554 -2.204
H -0.512 2.199 0.277 0.594 0.068 -0.305
H 1.070 2.542 1.029 0.106 0.282 0.442
H 1.077 2.398 -0.797 -1.487 0.035 2.010
H 2.941 0.883 1.045 -1.468 -1.073 -1.664
H 2.331 -0.711 0.372 0.827 -1.144 0.102
H 2.731 0.583 -0.773 0.189 0.045 0.007
H -1.843 0.865 -1.331 -0.236 1.886 -0.572
H -1.091 -0.370 -2.506 0.141 0.710 0.527
H -2.398 -0.705 -1.388 0.622 0.098 0.014
H 0.470 -2.405 -0.833 -0.043 -0.697 0.829
H 0.157 -2.854 0.950 1.837 -0.065 1.177
H -0.984 -2.847 0.001 -3.034 -0.773 -1.258
H -1.652 0.955 1.498 -0.731 -1.738 0.635
H -2.444 -0.533 1.459 -3.085 -0.969 -0.527

21
Properties=species:S:1:pos:R:3:forces:R:3 method="wB97M-V/def2-TZVPD" spin_multiplicity=2 e_tot_ev=-8843.258 lumo_energy_ev="1.14 / 1.09" orbital_gap_ha="0.2107 / 0.3545" s2=0.75
C 0.236 -0.771 3.087 0.109 0.077 -0.227
N 1.230 1.681 0.461 0.348 0.458 0.705
C 0.410 0.935 1.309 -0.331 -0.671 -0.414
N 1.006 0.133 2.276 0.205 0.457 0.006
H 0.314 -1.808 2.742 -0.082 -0.059 0.054
H -0.812 -0.474 3.021 0.023 -0.055 0.105
H 0.546 -0.717 4.132 -0.059 -0.054 -0.007
H 2.104 1.250 0.207 -0.086 -0.238 -0.256
H 0.784 2.119 -0.323 -0.119 -0.151 -0.109
H -0.639 1.174 1.400 0.111 0.182 0.124
H 2.009 0.130 2.354 -0.151 0.042 0.041
C -1.478 0.490 -2.177 -0.235 -0.219 0.002
C -0.819 -0.811 -1.751 -0.070 0.000 -0.206
N 0.616 -0.785 -2.051 -0.062 0.009 -0.218
H -1.435 0.602 -3.262 0.051 0.071 -0.023
H -2.534 0.477 -1.896 0.036 0.053 -0.026
H -1.012 1.358 -1.720 0.116 0.038 0.080
H -0.966 -0.972 -0.684 0.164 0.071 0.091
H -1.328 -1.631 -2.274 -0.074 -0.068 0.067
H 1.047 -1.663 -1.787 -0.001 0.016 0.074
H 0.721 -0.719 -3.061 0.108 0.039 0.137

21
Properties=species:S:1:pos:R:3:forces:R:3 method="wB97M-V/def2-TZVPD" spin_multiplicity=2 e_tot_ev=-8840.951 lumo_energy_ev="0.99 / 0.77" orbital_gap_ha="0.1821 / 0.3546" s2=0.75
C -0.306 1.972 -1.664 -1.040 -1.395 -0.018
C -1.633 0.254 -0.497 1.167 -1.570 1.654
N -0.713 0.528 -1.450 0.951 2.501 -0.638
N -2.764 0.969 -0.273 -2.582 3.634 -0.412
N -1.593 -0.944 0.135 2.897 -4.794 -1.999
H -0.304 -0.127 -2.103 -0.451 -0.403 0.147
H -2.640 2.002 -0.613 -1.002 -2.738 1.605
H -3.262 0.798 0.655 1.315 0.817 -2.001
H -2.126 -1.269 0.900 -0.789 0.460 0.487
H -1.222 -1.914 -0.433 -1.338 3.228 1.391
H 0.670 2.246 -1.146 -1.496 -0.101 -0.093
H -1.280 2.530 -1.344 2.632 -0.078 -0.803
H -0.112 2.053 -2.755 -0.381 0.427 0.671
C 1.709 -0.890 0.808 -0.901 3.679 0.757
C 2.601 -1.432 1.880 2.374 -0.889 -0.533
H 0.784 -0.774 1.353 -1.138 -0.358 -1.221
H 1.908 0.182 0.454 0.200 -0.898 1.171
H 1.738 -1.300 -0.179 -0.447 -1.450 -0.085
H 3.618 -1.034 1.565 -0.644 -0.987 1.298
H 2.553 -2.524 1.721 0.599 0.233 0.258
H 2.373 -1.328 2.988 0.073 0.683 -1.637

21
Properties=species:S:1:pos:R:3:forces:R:3 method="wB97M-V/def2-TZVPD" spin_multiplicity=1 charge=+1 e_tot_ev=-8838.123 lumo_energy_ev=-3.01 orbital_gap_ha=0.3623
C -1.511 2.037 0.618 0.514 0.407 1.128
C -0.708 0.793 0.359 -0.492 -0.341 0.141
N 0.458 1.142 -0.441 1.537 0.146 -1.842
N -2.684 1.713 1.393 0.233 0.175 0.535
H -0.825 2.790 1.098 -0.421 -0.400 -0.194
H -1.833 2.486 -0.302 -0.104 0.083 -0.695
H -0.313 0.321 1.286 -0.436 0.402 -0.366
H -1.355 0.049 -0.141 0.520 0.261 0.025
H 0.935 1.997 -0.071 -0.399 -1.100 -0.156
H 0.283 1.377 -1.444 -0.440 -0.181 1.126
H -2.384 1.404 2.325 -0.440 0.249 -0.350
H -3.211 2.573 1.496 -0.267 -0.279 0.284
C 1.217 -2.140 -0.307 -0.434 -3.518 -1.355
C 1.164 -3.167 -1.206 -0.146 2.374 1.823
N 2.007 -0.992 -0.482 0.978 1.257 -0.482
H 0.630 -2.195 0.577 -0.383 0.212 0.624
H 0.431 -3.939 -1.063 0.056 -0.271 0.038
H 1.782 -3.171 -2.081 0.200 -0.088 -0.420
H 2.415 -1.079 -1.411 0.394 0.264 0.046
H 1.216 0.019 -0.545 0.545 0.798 0.640
H 2.784 -0.806 0.198 -1.013 -0.450 -0.550

21
Properties=species:S:1:pos:R:3:forces:R:3 method="wB97M-V/def2-TZVPD" spin_multiplicity=1 charge=+1 e_tot_ev=-8839.548 lumo_energy_ev=-3.15 orbital_gap_ha=0.4197
C -0.308 -1.958 -2.214 -0.158 -0.455 -0.450
C -1.381 -0.953 -2.617 -0.375 1.291 1.035
H 0.253 -2.218 -3.110 0.266 -0.233 0.237
H 0.388 -1.644 -1.435 0.042 0.420 -0.138
H -0.754 -2.870 -1.817 -0.041 -0.097 -0.199
H -2.393 -1.279 -2.382 -0.010 -0.314 -0.337
H -1.347 -0.565 -3.632 0.098 -0.539 -0.198
H -1.305 -0.031 -2.024 0.208 -0.074 0.012
C -1.525 0.694 0.616 0.110 0.425 0.502
C 0.881 0.625 1.157 -1.731 0.806 -0.415
N -0.157 1.191 0.533 0.806 -0.628 0.822
N 0.758 -0.562 1.745 0.357 0.112 0.013
N 2.022 1.313 1.224 0.618 -0.481 -0.248
H 0.008 2.132 0.231 -0.326 0.303 -0.093
H -0.097 -0.978 2.096 0.247 0.247 -0.393
H 1.611 -1.073 1.792 0.258 -0.647 0.551
H 2.246 2.010 0.535 -0.178 0.153 -0.139
H 2.831 0.859 1.602 0.229 -0.095 0.279
H -2.033 1.138 -0.231 -0.443 -0.411 0.016
H -1.995 0.990 1.557 -0.017 0.370 -0.129
H -1.547 -0.389 0.644 0.041 -0.155 -0.726

21
Properties=species:S:1:pos:R:3:forces:R:3 method="wB97M-V/def2-TZVPD" spin_multiplicity=1 charge=+1 e_tot_ev=-8837.112 lumo_energy_ev=-3.50 orbital_gap_ha=0.3701
C -0.744 0.649 -3.119 0.709 0.877 -5.535
C -1.401 0.805 -1.777 -1.692 0.672 1.526
H 0.225 0.273 -3.656 -0.512 0.154 2.959
H -1.361 -0.018 -3.777 -0.292 0.672 0.784
H -0.721 1.639 -3.774 -0.643 -1.485 1.751
H -0.878 1.361 -0.937 -0.460 -0.169 -1.476
H -1.700 -0.132 -1.272 0.377 -0.115 -0.552
H -2.471 1.292 -1.969 2.439 -0.644 0.479
C 0.625 1.468 1.272 0.241 -0.411 1.524
C 0.730 -1.081 1.684 1.828 -0.424 -2.275
N 1.300 0.153 1.448 -2.039 -2.140 -0.506
N -0.646 -1.477 1.811 4.590 2.676 -2.534
N 1.596 -2.201 1.644 -1.370 3.416 0.465
H 2.299 0.266 1.232 -0.653 -0.983 0.275
H -1.476 -1.082 1.442 -0.247 0.950 -0.226
H -0.660 -1.976 2.601 -1.127 -2.571 3.449
H 2.619 -2.196 1.617 -0.798 0.369 0.224
H 1.126 -3.049 1.793 -0.303 -1.334 0.020
H 0.813 1.907 0.299 0.309 -0.233 -0.162
H 1.209 2.003 2.063 -1.483 0.593 -0.677
H -0.486 1.394 1.374 1.127 0.132 0.487

22
Properties=species:S:1:pos:R:3:forces:R:3 method="wB97M-V/def2-TZVPD" spin_multiplicity=1 charge=+1 e_tot_ev=-10883.908 lumo_energy_ev=-3.32 orbital_gap_ha=0.3302
C -2.206 -0.861 -0.633 6.639 0.791 -2.065
C -1.451 -0.189 0.574 -1.767 0.477 1.293
C 0.053 0.046 0.653 -0.714 -0.277 -1.601
C 1.036 -0.783 0.282 1.505 -0.969 0.095
N 2.435 -0.616 0.298 -0.885 3.750 2.058
N 0.391 1.414 1.118 -2.378 0.420 1.911
N -1.230 -2.130 -0.680 -1.431 3.053 -2.786
H -2.091 -0.213 -1.641 -0.315 -1.688 2.277
H -3.177 -1.155 -0.471 -2.191 -0.260 0.602
H -1.657 -0.950 1.363 -0.170 0.905 -0.008
H -1.918 0.811 0.898 0.130 -1.486 -0.346
H 0.799 -1.793 -0.124 -0.330 1.338 0.479
H 2.963 -0.088 1.062 -1.544 -0.467 -1.463
H 2.903 -1.443 0.248 1.325 -2.891 -0.581
H -0.577 2.031 1.252 3.237 -2.139 0.231
H 0.870 1.910 0.402 0.955 0.591 -1.375
H 1.004 1.294 1.966 -1.098 0.927 -0.707
H -1.587 -2.707 0.040 -0.294 -1.634 -0.213
H -1.082 -2.415 -1.683 -0.769 -0.585 1.987
H 2.054 3.074 -1.117 -1.919 -1.638 -2.157
H 1.136 2.348 -2.368 0.582 0.617 -0.542
O 1.333 2.413 -1.439 1.433 1.164 2.912

22
Properties=species:S:1:pos:R:3:forces:R:3 method="wB97M-V/def2-TZVPD" spin_multiplicity=1 charge=+1 e_tot_ev=-10885.302 lumo_energy_ev=-3.37 orbital_gap_ha=0.3438
C 0.382 -1.289 -0.966 -0.289 0.268 -0.129
C -0.303 -1.937 -1.918 0.248 -0.059 -0.037
N -0.180 -1.727 -3.242 -0.260 0.085 -0.194
N 0.064 -1.593 0.442 -0.002 0.223 -0.125
H 0.946 -0.381 -1.133 0.096 -0.130 0.165
H -0.981 -2.742 -1.652 0.010 -0.077 0.016
H -0.847 -2.151 -3.862 0.023 -0.070 0.018
H 0.237 -0.879 -3.591 0.126 -0.013 0.088
H -0.458 -0.820 0.869 -0.015 -0.082 0.088
H 0.893 -1.746 1.020 0.048 -0.096 -0.076
H -0.506 -2.437 0.483 -0.051 -0.047 0.163
C 0.043 1.284 2.672 -0.038 0.136 -0.291
N 0.641 1.503 1.354 -0.171 -0.148 0.245
C -0.302 1.844 0.311 0.043 0.060 0.006
O 0.368 2.012 -0.908 0.161 -0.071 0.020
H -0.795 1.969 2.798 0.027 0.018 -0.002
H 0.755 1.503 3.461 0.116 -0.110 0.056
H -0.352 0.268 2.820 -0.040 -0.024 0.084
H 1.262 0.752 1.075 0.071 0.175 -0.027
H -1.096 1.099 0.111 0.082 -0.054 0.015
H -0.799 2.763 0.623 -0.161 0.032 0.045
H 1.026 2.706 -0.766 -0.023 -0.013 -0.129

22
Properties=species:S:1:pos:R:3:forces:R:3 method="wB97M-V/def2-TZVPD" spin_multiplicity=1 charge=+1 e_tot_ev=-19673.603 lumo_energy_ev=-3.31 orbital_gap_ha=0.2840
C 3.017 -0.074 -0.005 1.156 -0.289 2.033
C 1.477 0.883 1.705 -2.093 4.146 1.791
N 2.566 1.078 0.933 -1.205 -3.067 -1.419
N 0.930 -0.234 2.283 -0.028 0.273 -1.796
N 0.792 2.098 2.112 1.578 -2.944 -1.090
H 2.692 1.959 0.457 -0.276 0.379 0.632
H 1.184 -1.175 1.911 -0.248 1.200 0.575
H -0.098 -0.086 2.464 1.686 -0.554 -0.130
H 1.032 2.964 1.683 0.318 0.319 -0.305
H 0.130 2.190 2.870 0.226 -0.622 -0.023
H 3.450 0.270 -0.943 -0.743 0.480 -0.013
H 2.231 -0.852 -0.145 0.570 0.828 0.029
H 3.920 -0.493 0.506 -0.978 -0.151 -0.334
C -1.960 -0.773 -0.434 -2.292 1.142 -2.462
C -3.201 -1.072 -3.029 1.500 -2.282 -0.272
S -1.872 -0.163 -2.202 0.036 -0.099 1.091
H -2.356 0.011 0.188 0.115 0.184 0.390
H -2.641 -1.595 -0.476 -0.486 -0.538 0.272
H -1.035 -1.135 -0.217 2.655 -0.803 1.068
H -4.041 -1.336 -2.388 -0.061 0.530 -0.054
H -2.797 -2.085 -3.453 -0.719 1.941 0.591
H -3.421 -0.383 -3.819 -0.711 -0.071 -0.573

22
Properties=species:S:1:pos:R:3:forces:R:3 method="wB97M-V/def2-TZVPD" spin_multiplicity=1 charge=+2 e_tot_ev=-10317.111 lumo_energy_ev=-7.84 orbital_gap_ha=0.3496 smiles="NC[N+](=CC[NH3+])CN"
N -1.257 -2.385 -0.900 1.054 0.869 -1.123
C 0.103 -2.223 -0.684 0.386 1.592 -0.834
N 0.365 -0.621 -0.192 1.041 -1.377 -0.438
C -0.554 0.254 -0.124 0.541 -4.394 -0.084
C -0.331 1.622 0.127 1.553 3.960 -0.511
N -1.630 2.359 0.262 -0.374 2.044 -1.490
C 1.828 -0.394 0.184 -1.222 0.013 -1.310
N 1.773 0.424 1.273 1.262 2.118 1.092
H -1.803 -2.966 -0.340 -0.606 -1.095 1.495
H -1.468 -2.576 -1.856 -0.281 0.102 -0.613
H 0.591 -2.838 0.103 -0.365 0.600 -0.547
H 0.685 -2.144 -1.671 -0.691 -0.552 1.629
H -1.486 -0.279 -0.352 -0.634 0.740 -0.057
H 0.392 2.016 0.927 -1.520 -1.384 -0.660
H 0.249 1.978 -0.767 -0.831 0.155 0.357
H -2.200 1.881 0.949 -0.479 0.431 0.482
H -2.227 2.621 -0.568 0.565 -1.575 0.160
H -1.440 3.353 0.473 0.128 -0.449 1.228
H 2.332 0.125 -0.618 0.158 -0.210 -0.562
H 2.205 -1.400 0.300 0.409 -0.224 0.145
H 2.421 1.209 1.389 -0.126 -1.024 0.038
H 1.452 -0.017 2.086 0.034 -0.339 1.600

Calculated relative energy (zero: lowest compared OMol25 entry of this formula, charge and spin) in order - 26.9; 0.0; 19.7; 2.2; 55.4; 43.8; 11.0; 67.1; 98.1; 65.9; 47.0; 62.2 kcal/mol